Formula: C5H5NO2
Source: the Open Molecules 2025 dataset
Level of theory: ωB97M-V with the def2-TZVPD basis set

Properties
SMILES string	C#CC(=C)N(O)C=O
LUMO level	-0.52	eV
charge	0
orbital gap	8.838	eV
relative energy (zero: lowest compared OMol25 entry of this formula, charge and spin)	194.58	kcal per mole
calculated total energy	-10842.8770	eV
largest force on an atom	9.66	eV/A

Atoms and positions in Å:
O 1.02 -1.22 -0.88
O 1.42 -2.64 1.02
N 0.70 -0.49 0.37
C -1.49 0.87 0.83
C -0.47 0.40 -0.06
C 0.88 -1.52 1.16
C -0.30 1.66 -2.39
C -0.35 1.05 -1.28
H -2.05 1.73 0.55
H -1.34 0.74 2.14
H 1.49 -1.87 -0.35
H -0.26 2.24 -3.41
H 0.77 -0.97 2.31

Just the Mulliken charges please, in e? Sure, here they are: atom 1 (O): -0.45, atom 2 (O): -0.50, atom 3 (N): 0.20, atom 4 (C): -0.87, atom 5 (C): 0.21, atom 6 (C): 0.12, atom 7 (C): 0.06, atom 8 (C): -0.11, atom 9 (H): 0.37, atom 10 (H): 0.20, atom 11 (H): 0.28, atom 12 (H): 0.35, atom 13 (H): 0.15